This record from the Open Molecules 2025 dataset describes a structure of composition C18H27O15Pt at a distorted geometry. The level of theory is ωB97M-V with the def2-TZVPD basis set.

Summary:
DFT total energy: -1949.97513 a.u.
Highest occupied orbital energy (spin up / spin down): -3.818 / -3.715 eV
Strongest force on any atom: 3.466 eV/Å
Relative energy (zero: lowest compared OMol25 entry of this formula, charge and spin): 156.1 kJ/mol
Expectation value of S²: 2.00
LUMO energy (spin up / spin down): 1.8 / 1.8 eV

```
! wB97M-V def2-TZVPD RIJCOSX def2/J DEFGRID3
* xyz -1 3
Pt 22.54 -9.52 18.06
C 21.50 -13.17 15.97
C 21.30 -11.65 15.89
O 21.18 -11.16 14.77
O 21.47 -10.99 16.98
H 20.57 -13.75 15.90
H 21.84 -13.47 16.97
H 22.12 -13.49 15.13
C 26.36 -9.42 15.34
C 24.84 -9.47 15.50
O 24.17 -9.58 14.47
O 24.39 -9.35 16.69
H 26.82 -9.14 16.29
H 26.61 -8.64 14.62
H 26.68 -10.44 15.14
C 19.99 -6.40 17.13
C 20.95 -7.50 17.43
O 20.99 -7.99 18.59
O 21.75 -7.95 16.56
H 19.01 -6.87 17.00
H 20.21 -5.91 16.18
H 19.76 -5.67 17.90
C 21.77 -14.82 21.80
C 21.85 -14.01 20.50
C 20.59 -14.02 19.60
O 20.34 -12.64 19.35
C 21.20 -11.88 20.07
O 21.31 -10.70 19.93
O 21.97 -12.65 20.83
H 21.47 -15.82 21.46
H 21.01 -14.61 22.55
H 22.74 -14.85 22.29
H 22.64 -14.45 19.89
H 19.66 -14.39 20.04
H 20.84 -14.66 18.76
C 26.57 -7.64 23.06
C 26.14 -8.82 22.18
C 24.88 -9.56 22.66
O 23.92 -9.09 21.74
C 24.50 -8.56 20.65
O 23.91 -8.39 19.63
O 25.81 -8.38 20.85
H 27.55 -7.25 22.78
H 26.72 -8.09 24.04
H 25.88 -6.79 23.09
H 27.04 -9.43 22.03
H 24.67 -9.37 23.71
H 25.07 -10.63 22.50
C 26.20 -14.59 20.88
C 26.41 -13.14 20.55
C 27.11 -12.87 19.18
O 26.14 -12.10 18.50
C 25.06 -11.87 19.25
O 24.10 -11.24 18.90
O 25.23 -12.33 20.50
H 27.10 -15.17 21.04
H 25.59 -15.15 20.16
H 25.56 -14.66 21.77
H 26.99 -12.67 21.35
H 27.41 -13.79 18.69
H 27.92 -12.18 19.44
*
```